C3H7NO2 | ωB97M-V/def2-TZVPD

- energy above the lowest of the compared OMol25 structures with the same formula, charge and spin (eV) = 1.379
- HOMO-LUMO gap (Ha) = 0.3755
- E (Eh) = -323.7303
- HOMO level (eV) = -9.384
- strongest force on any atom (eV/A) = 2.755

Positions of all 13 atoms, in Å:
O: 0.02333 -0.42101 -0.52541
C: -0.21424 0.85021 -0.46623
O: -0.93601 1.38924 0.36336
C: 0.43223 1.65724 -1.58615
H: -0.25081 2.43602 -1.90836
H: 1.35804 2.11141 -1.24392
H: 0.58717 0.96128 -2.40549
C: -0.63939 -1.33397 0.87159
N: 0.29705 -1.68867 1.74743
H: -1.20520 -0.43600 1.09162
H: -0.96623 -2.09314 0.18224
H: 0.87889 -2.47724 1.53459
H: 0.63517 -0.95538 2.34474